i.
A cluster of 2 separate species, C5H12N3 in total, computed with wB97M-V/def2-TZVPD.

Geometry as XYZ:
```
20
C5H12N3, DFT wB97M-V/def2-TZVPD
C -0.350 0.998 2.007
C -0.551 0.338 0.931
C 0.629 1.124 -1.566
C 0.440 -1.773 0.930
C 0.391 -0.308 -1.232
N -3.498 -0.401 0.991
N -2.733 -0.290 0.136
N 0.455 -0.439 0.270
H 0.649 1.212 2.538
H -1.101 1.455 2.689
H -0.091 1.711 -0.934
H 1.599 1.679 -1.211
H 0.483 1.129 -2.742
H -0.615 -2.033 1.283
H 0.964 -2.406 0.262
H 0.981 -1.585 1.900
H 1.227 -0.821 -1.724
H -0.650 -0.514 -1.560
H -4.537 -0.770 1.047
H 1.410 -0.027 0.591
```

Results
highest occupied orbital energy (spin up / spin down)	-12.19 / -13.10	eV
total charge	+1
Kohn-Sham gap (spin up / spin down)	7.421 / 9.283	eV

What are the Löwdin partial charges on each atom? They are as follows, in elementary charge units:
1. C 0.0171
2. C -0.2033
3. C -0.1092
4. C 0.0179
5. C -0.2060
6. N 0.0455
7. N 0.0997
8. N -0.1907
9. H 0.1123
10. H 0.0857
11. H 0.0750
12. H 0.1227
13. H 0.1405
14. H 0.1265
15. H 0.0888
16. H 0.1250
17. H 0.1370
18. H 0.1298
19. H 0.1753
20. H 0.2104

***

ii.
A cluster of 2 separate species, C5H12N3 in total, computed with wB97M-V/def2-TZVPD.

Geometry as XYZ:
```
20
C5H12N3, DFT wB97M-V/def2-TZVPD
C -1.805 -0.155 0.253
C -1.699 0.893 0.856
C 1.953 -0.748 0.484
C -2.590 -1.207 -0.417
C 0.635 2.125 -0.578
N 0.862 -0.123 0.245
N 2.153 -1.978 0.001
N 0.650 1.176 0.610
H -0.170 -0.623 0.279
H -1.635 1.896 1.203
H 2.820 -0.204 0.749
H -3.224 -0.587 -1.051
H -3.331 -1.669 0.203
H -2.108 -1.877 -1.194
H 0.281 1.278 -1.323
H -0.139 2.785 -0.399
H 1.613 2.461 -0.960
H 3.116 -2.463 0.079
H 1.453 -2.588 -0.444
H 1.165 1.607 1.403
```

Results
highest occupied orbital energy	-13.18	eV
total charge	+1
Kohn-Sham gap	9.578	eV

What are the Löwdin partial charges on each atom? They are as follows, in elementary charge units:
1. C -0.2158
2. C 0.1262
3. C -0.1261
4. C -0.0889
5. C -0.0215
6. N -0.0317
7. N 0.1512
8. N -0.1625
9. H 0.1503
10. H 0.0662
11. H 0.1522
12. H 0.0858
13. H 0.0791
14. H 0.0993
15. H 0.1265
16. H 0.0416
17. H 0.0889
18. H 0.1784
19. H 0.1403
20. H 0.1605

***

Preferred: ii; penalty for the next structure: 0.0599 hartree.

***

i.
An isolated molecule of C3H7N, computed with wB97M-V/def2-TZVPD.

Geometry as XYZ:
```
11
C3H7N, DFT wB97M-V/def2-TZVPD
C -0.244 -0.363 0.335
C -0.463 0.906 -0.431
C 0.538 0.791 0.640
H 0.569 -2.209 0.191
H -0.205 -1.679 -1.344
H -1.178 -0.792 0.837
H -0.092 1.008 -1.428
H -1.129 1.720 -0.260
H 0.200 1.338 1.532
H 1.579 0.653 0.441
N 0.427 -1.373 -0.513
```

Results
highest occupied orbital energy	-9.45	eV
structure (SMILES)	NC1CC1
total charge	0
Kohn-Sham gap	10.659	eV

What are the Löwdin partial charges on each atom? They are as follows, in elementary charge units:
1. C -0.4287
2. C -0.1464
3. C -0.1647
4. H 0.1096
5. H 0.1050
6. H 0.1506
7. H 0.0902
8. H 0.0870
9. H 0.1143
10. H 0.1029
11. N -0.0198

***

ii.
An isolated molecule of C3H7N, computed with wB97M-V/def2-TZVPD.

Geometry as XYZ:
```
11
C3H7N, DFT wB97M-V/def2-TZVPD
C 0.635 1.408 -0.802
C -0.067 0.420 0.056
C -0.035 -0.930 0.034
N -0.610 -1.679 1.074
H 1.054 1.015 -1.736
H -0.210 2.143 -1.169
H 1.387 2.057 -0.207
H -0.561 0.931 0.859
H 0.369 -1.523 -0.756
H -0.797 -2.630 0.842
H -1.164 -1.213 1.804
```

Results
highest occupied orbital energy	-7.66	eV
structure (SMILES)	C/C=C/N
total charge	0
Kohn-Sham gap	8.919	eV

What are the Löwdin partial charges on each atom? They are as follows, in elementary charge units:
1. C -0.1552
2. C -0.2264
3. C -0.2139
4. N 0.0143
5. H 0.0578
6. H 0.0933
7. H 0.0905
8. H 0.0827
9. H 0.1012
10. H 0.0602
11. H 0.0956

***

Preferred: ii; penalty for the next structure: 0.0338 hartree.

***

i.
A structure of composition C4H14N3P, computed with wB97M-V/def2-TZVPD.

Geometry as XYZ:
```
22
C4H14N3P, DFT wB97M-V/def2-TZVPD
C -1.317 -2.520 -0.734
C -1.739 2.030 -0.191
C 2.020 -0.356 -0.423
C 1.830 1.491 1.095
N -0.862 -1.756 0.482
N -1.795 0.589 -0.152
N 1.220 0.763 0.003
P -0.745 -0.185 0.988
H -1.634 -1.764 -1.394
H -0.463 -2.995 -0.993
H -2.088 -3.206 -0.413
H -1.862 2.435 0.763
H -0.690 2.232 -0.537
H -2.486 2.321 -0.857
H 2.540 -0.898 0.390
H 1.326 -1.042 -0.961
H 2.762 -0.130 -1.341
H 2.929 1.384 1.186
H 1.627 2.567 1.000
H 1.450 1.142 1.997
H -0.411 -2.339 1.176
H -1.613 0.238 -1.084
```

Results
highest occupied orbital energy	-7.00	eV
total charge	0
Kohn-Sham gap	7.849	eV

What are the Löwdin partial charges on each atom? They are as follows, in elementary charge units:
1. C -0.0736
2. C -0.1945
3. C -0.2729
4. C -0.2538
5. N -0.3395
6. N -0.3287
7. N -0.3078
8. P 0.9925
9. H 0.0482
10. H 0.0345
11. H 0.0816
12. H 0.0467
13. H 0.0728
14. H 0.0553
15. H 0.0607
16. H 0.0341
17. H 0.1018
18. H 0.0736
19. H 0.0642
20. H -0.0035
21. H 0.0536
22. H 0.0546

***

ii.
A cluster of 2 separate species, C4H14N3P in total, computed with wB97M-V/def2-TZVPD.

Geometry as XYZ:
```
22
C4H14N3P, DFT wB97M-V/def2-TZVPD
C 0.110 2.309 -1.396
C -2.373 -1.589 -0.256
C 0.936 0.646 2.590
C 2.016 -1.601 -1.376
N 0.061 1.650 -0.136
N -1.689 -0.326 -0.145
N 0.016 -0.108 1.786
P -0.106 0.102 0.089
H -0.642 2.062 -2.133
H 1.197 2.080 -1.844
H -0.092 3.458 -1.223
H -1.860 -2.211 -1.021
H -2.336 -2.077 0.767
H -3.268 -1.262 -0.694
H 0.898 1.786 2.402
H 0.735 0.508 3.711
H 1.870 0.321 2.359
H 1.442 -1.899 -2.234
H 2.573 -0.707 -1.654
H 2.495 -2.393 -0.846
H -1.981 0.272 -0.929
H 0.000 -1.021 2.184
```

Results
highest occupied orbital energy (spin up / spin down)	-7.37 / -8.03	eV
total charge	0
Kohn-Sham gap (spin up / spin down)	7.580 / 7.665	eV

What are the Löwdin partial charges on each atom? They are as follows, in elementary charge units:
1. C -0.2838
2. C -0.1550
3. C -0.1997
4. C 0.0029
5. N -0.2894
6. N -0.2696
7. N -0.2440
8. P 0.7505
9. H 0.0247
10. H 0.0961
11. H 0.0927
12. H 0.0741
13. H 0.0981
14. H 0.0569
15. H 0.0952
16. H 0.1000
17. H 0.0192
18. H -0.0447
19. H -0.0308
20. H -0.0383
21. H 0.0819
22. H 0.0628

***

Preferred: i; penalty for the next structure: 0.0711 hartree.

***

i.
A cluster of 2 separate species, CH4Br2Si in total, computed with wB97M-V/def2-TZVPD.

Geometry as XYZ:
```
8
CH4Br2Si, DFT wB97M-V/def2-TZVPD
C -0.892 0.240 -1.161
Si 0.612 -0.151 1.023
Br 1.627 1.740 1.465
Br 2.097 -1.725 0.605
H -1.054 -0.798 -1.356
H -1.748 0.788 -0.658
H -0.251 0.769 -1.837
H -0.392 -0.862 1.919
```

Results
highest occupied orbital energy	-8.70	eV
total charge	0
Kohn-Sham gap	8.792	eV

What are the Löwdin partial charges on each atom? They are as follows, in elementary charge units:
1. C -0.0794
2. Si -0.2420
3. Br 0.2621
4. Br 0.2278
5. H -0.0473
6. H 0.0006
7. H -0.0366
8. H -0.0852

***

ii.
A structure of composition CH4Br2Si, computed with wB97M-V/def2-TZVPD.

Geometry as XYZ:
```
8
CH4Br2Si, DFT wB97M-V/def2-TZVPD
C -0.935 1.095 0.866
Si 0.486 -0.009 0.192
Br -1.287 1.039 2.658
Br -0.906 2.837 0.145
H -2.375 0.370 0.251
H 0.077 -0.300 -1.233
H 0.705 -1.270 0.705
H 1.959 0.644 0.291
```

Results
highest occupied orbital energy	-9.59	eV
total charge	0
Kohn-Sham gap	9.263	eV

What are the Löwdin partial charges on each atom? They are as follows, in elementary charge units:
1. C -1.6094
2. Si 0.4885
3. Br 0.5968
4. Br 0.5648
5. H 0.1767
6. H -0.0610
7. H -0.1267
8. H -0.0298

***

Preferred: i; penalty for the next structure: 0.1396 hartree.